(1)
2 unconnected molecules or ions with the total composition C3H10N3 in a non-equilibrium geometry, computed with ωB97M-V/def2-TZVPD.

```
! wB97M-V def2-TZVPD RIJCOSX def2/J DEFGRID3
* xyz 1 1
C 0.296 0.533 -0.825
C 0.434 -0.883 -0.277
C -1.954 0.255 0.355
N -0.581 0.139 0.169
N 1.299 1.440 -0.677
N 1.181 -1.244 0.995
H -0.485 0.531 -2.447
H -0.009 -1.802 -0.811
H -2.222 1.327 0.343
H -2.425 -0.232 -0.536
H -2.089 -0.220 1.270
H 1.574 1.907 -1.547
H 0.463 -1.674 1.522
H 1.337 -0.397 1.563
H 2.067 -1.794 0.866
H 1.113 2.113 0.037
*
```

ΔE to the lowest compared entry with this formula, charge and spin, kcal/mol: 143.50
LUMO level, eV: -3.5
Kohn-Sham gap, eV: 9.58
Total energy, eV: -7732.042

Here are the natural (NBO) charges for atoms 1 to 5, given in e: 0.30, 0.00, -0.40, -0.45, -0.87

***

(2)
8 unconnected molecules or ions with the total composition C38H69ClN12O2 in a non-equilibrium geometry, computed with ωB97M-V/def2-TZVPD.

```
! wB97M-V def2-TZVPD RIJCOSX def2/J DEFGRID3
* xyz 4 1
C -1.371 1.699 1.873
C -2.264 2.779 1.246
N -3.231 3.408 2.117
C -3.299 3.324 3.489
C -4.280 4.259 3.857
N -4.895 4.720 2.738
C -4.188 4.282 1.675
C -6.096 5.510 2.712
H -0.748 2.160 2.639
H -0.630 1.368 1.145
H -1.933 0.890 2.340
H -2.779 2.143 0.526
H -1.778 3.555 0.655
H -2.623 2.678 4.030
H -4.725 4.439 4.824
H -4.506 4.362 0.647
H -6.220 6.194 1.873
H -6.386 6.000 3.641
H -6.866 4.771 2.491
C -0.336 -2.895 0.677
C -1.745 -2.793 1.392
N -1.654 -3.201 2.791
C -1.435 -2.328 3.861
C -1.119 -3.098 4.995
N -1.206 -4.432 4.656
C -1.417 -4.489 3.301
C -0.931 -5.579 5.536
H -0.367 -2.445 -0.315
H -0.038 -3.939 0.576
H 0.362 -2.203 1.148
H -2.424 -3.514 0.936
H -2.157 -1.797 1.226
H -1.472 -1.274 3.631
H -0.940 -2.807 6.019
H -1.490 -5.421 2.759
H -1.832 -5.932 6.038
H -0.069 -5.326 6.153
H -0.535 -6.427 4.978
C 5.315 -0.788 -2.890
C 5.660 -0.216 -4.258
N 4.459 0.141 -5.011
C 3.749 -0.713 -5.821
C 2.513 -0.085 -6.027
N 2.491 1.119 -5.409
C 3.711 1.280 -4.763
C 1.256 1.969 -5.402
H 5.330 -1.861 -3.080
H 4.353 -0.485 -2.476
H 6.190 -0.623 -2.262
H 6.234 -0.945 -4.829
H 6.315 0.655 -4.299
H 4.122 -1.629 -6.253
H 1.576 -0.472 -6.402
H 3.956 2.116 -4.125
H 0.452 1.341 -5.017
H 1.085 2.324 -6.419
H 1.454 2.715 -4.633
C 5.657 -2.809 0.255
C 4.248 -2.535 -0.058
N 3.381 -2.478 1.127
C 2.773 -3.488 1.880
C 2.171 -3.116 3.027
N 2.180 -1.772 2.955
C 2.905 -1.300 1.856
C 1.764 -0.831 4.041
H 5.914 -3.860 0.129
H 6.049 -2.457 1.209
H 6.391 -2.423 -0.453
H 3.780 -3.295 -0.685
H 4.106 -1.629 -0.646
H 3.010 -4.506 1.608
H 1.650 -3.525 3.880
H 3.204 -0.304 1.564
H 1.590 -1.232 5.039
H 0.837 -0.353 3.723
H 2.412 0.045 4.009
C -6.959 -2.353 0.112
C -5.713 -3.212 0.222
N -4.696 -2.679 -0.736
C -3.853 -3.407 -1.515
C -2.895 -2.592 -2.115
N -3.127 -1.333 -1.577
C -4.223 -1.357 -0.759
C -2.251 -0.199 -1.772
H -7.571 -2.486 1.004
H -7.652 -2.701 -0.654
H -6.831 -1.313 -0.189
H -5.920 -4.220 -0.137
H -5.187 -3.395 1.159
H -3.931 -4.477 -1.391
H -2.051 -2.778 -2.763
H -4.629 -0.572 -0.137
H -2.713 0.759 -2.014
H -1.465 -0.434 -2.489
H -1.829 -0.077 -0.774
C 4.209 4.163 -0.057
C 2.910 3.924 0.730
N 1.733 4.356 -0.162
C 1.325 5.728 -0.418
C 0.201 5.680 -1.268
N 0.002 4.366 -1.700
C 0.987 3.580 -1.030
C -1.030 3.978 -2.570
H 5.122 3.922 0.488
H 4.386 5.159 -0.462
H 4.337 3.535 -0.938
H 2.856 4.458 1.679
H 2.754 2.889 1.032
H 1.735 6.579 0.105
H -0.255 6.515 -1.779
H 1.188 2.546 -1.270
H -1.078 4.751 -3.336
H -1.982 3.945 -2.040
H -0.957 2.981 -3.005
C 1.608 -1.176 -2.264
C 1.645 -0.125 -1.151
O 0.578 0.147 -0.571
O 2.773 0.411 -0.753
H 1.729 -2.207 -1.930
H 2.391 -0.891 -2.968
H 0.614 -1.227 -2.707
Cl -0.904 -1.776 -5.092
*
```

ΔE to the lowest compared entry with this formula, charge and spin, kcal/mol: 31.61
LUMO level, eV: -8.7
Kohn-Sham gap, eV: 5.68
Total energy, eV: -74985.988

Here are the Mulliken charges for atoms 1 to 5, given in e: -1.51, -0.47, 0.34, -0.21, -0.59

***

(3)
A molecular structure, C23H36O19S5 in a non-equilibrium geometry, computed with ωB97M-V/def2-TZVPD.

```
! wB97M-V def2-TZVPD RIJCOSX def2/J DEFGRID3
* xyz 0 1
C 0.671 1.931 1.690
C -0.163 2.961 0.918
O 0.774 3.935 0.386
S 1.888 4.110 1.549
O 1.316 4.715 2.713
O 3.082 4.646 0.969
O 1.973 2.527 1.820
H 0.863 1.044 1.089
H 0.273 1.665 2.667
H -0.814 3.609 1.503
H -0.753 2.417 0.182
C 2.937 1.552 -4.842
C 3.222 0.103 -4.400
O 2.185 -0.195 -3.456
S 0.909 0.787 -3.668
O 0.274 1.038 -2.412
O 0.172 0.278 -4.801
O 1.831 2.046 -4.119
H 2.649 1.476 -5.893
H 3.847 2.143 -4.794
H 4.117 -0.142 -3.822
H 3.296 -0.604 -5.229
C -1.166 4.177 -2.819
C -2.050 5.395 -3.146
O -3.317 5.204 -2.572
S -3.540 3.630 -2.154
O -4.606 3.011 -2.870
O -3.563 3.521 -0.722
O -2.150 3.148 -2.839
H -0.663 4.351 -1.863
H -0.438 3.920 -3.580
H -2.048 5.418 -4.245
H -1.668 6.386 -2.901
C -4.767 -1.035 4.515
C -6.277 -1.232 4.549
O -6.772 -0.118 5.261
S -5.807 1.182 5.182
O -5.365 1.460 6.510
O -6.377 2.267 4.430
O -4.670 0.386 4.346
H -4.228 -1.519 3.707
H -4.318 -1.277 5.480
H -6.563 -2.087 5.164
H -6.744 -1.295 3.564
O 6.991 -1.487 2.293
S 6.262 -0.786 1.264
O 6.822 -0.598 -0.040
O 4.838 -1.580 1.157
C 4.144 -1.599 -0.095
C 2.655 -1.523 0.218
C 5.651 0.798 1.959
H 4.394 -2.521 -0.619
H 4.397 -0.743 -0.726
H 2.458 -0.593 0.759
H 2.427 -2.337 0.904
H 2.121 -1.435 -0.727
H 6.185 1.557 1.393
H 6.042 0.758 2.973
H 4.572 0.878 1.937
C 1.384 -6.525 -1.234
C 0.072 -6.804 -1.567
C -0.985 -6.108 -1.021
C -0.748 -5.036 -0.174
C 0.570 -4.768 0.188
C 1.633 -5.480 -0.347
H 2.137 -7.093 -1.763
H -0.052 -7.555 -2.339
H -1.991 -6.415 -1.278
H -1.585 -4.509 0.264
H 0.884 -4.009 0.892
H 2.584 -5.163 0.067
C -1.379 -1.100 1.586
C -2.363 -0.164 1.549
C -2.784 0.446 0.376
C -2.257 0.031 -0.828
C -1.234 -0.952 -0.818
C -0.766 -1.455 0.389
H -1.043 -1.560 2.509
H -2.676 0.223 2.516
H -3.644 1.091 0.513
H -2.471 0.578 -1.738
H -0.840 -1.373 -1.732
H 0.145 -2.025 0.293
*
```

ΔE to the lowest compared entry with this formula, charge and spin, kcal/mol: 0.00
LUMO level, eV: 0.0
Kohn-Sham gap, eV: 9.56
Total energy, eV: -117507.726

Here are the Mulliken charges for atoms 1 to 5, given in e: 0.64, 0.10, -0.32, 1.02, -0.55

***

(4)
5 unconnected molecules or ions with the total composition C49H109F2NO7P3S2 in a non-equilibrium geometry, computed with ωB97M-V/def2-TZVPD.

```
! wB97M-V def2-TZVPD RIJCOSX def2/J DEFGRID3
* xyz 1 1
C -13.171 25.128 -0.762
C -13.716 24.774 -2.173
C -12.619 24.676 -3.308
C -11.870 23.281 -3.315
P -11.722 22.633 -4.986
C -13.351 22.543 -5.888
C -13.784 23.705 -6.953
C -15.144 23.472 -7.569
C -15.524 24.897 -8.157
C -10.832 21.153 -5.450
C -10.508 20.933 -6.917
C -9.611 19.815 -7.250
C -10.373 18.575 -7.666
C -10.869 23.901 -5.934
C -9.431 24.187 -5.451
C -8.972 25.661 -5.601
C -9.416 26.493 -4.441
H -12.867 26.173 -0.708
H -12.319 24.484 -0.545
H -14.006 24.931 -0.090
H -14.456 25.460 -2.585
H -14.316 23.865 -2.210
H -11.974 25.524 -3.080
H -13.128 24.870 -4.252
H -12.500 22.505 -2.881
H -10.878 23.392 -2.877
H -14.036 22.435 -5.048
H -13.253 21.604 -6.434
H -13.107 23.844 -7.796
H -13.833 24.580 -6.304
H -16.013 23.225 -6.960
H -15.066 22.860 -8.468
H -15.536 25.487 -7.241
H -16.554 24.839 -8.508
H -14.790 25.250 -8.881
H -11.577 20.407 -5.175
H -10.010 21.026 -4.746
H -9.943 21.798 -7.265
H -11.401 20.950 -7.541
H -8.969 19.603 -6.395
H -8.922 20.080 -8.051
H -9.974 18.111 -8.569
H -11.392 18.831 -7.957
H -10.595 18.015 -6.758
H -11.559 24.744 -5.908
H -10.834 23.704 -7.006
H -8.778 23.467 -5.943
H -9.250 23.821 -4.440
H -9.474 26.038 -6.492
H -7.892 25.623 -5.746
H -9.079 26.149 -3.464
H -10.490 26.673 -4.412
H -8.878 27.438 -4.526
C -16.740 25.576 -16.672
C -16.756 24.222 -17.307
C -16.050 23.183 -16.486
C -14.577 23.539 -16.381
P -13.753 22.701 -14.940
C -12.000 23.246 -15.118
C -11.340 22.515 -16.274
C -9.902 23.188 -16.679
C -8.814 23.230 -15.600
C -14.638 23.292 -13.485
C -14.118 24.725 -12.991
C -14.739 25.040 -11.667
C -16.132 25.632 -11.988
C -13.826 20.897 -15.071
C -14.934 20.246 -14.261
C -15.433 18.873 -14.789
C -14.339 17.810 -14.910
H -16.969 25.398 -15.622
H -17.464 26.269 -17.102
H -15.751 26.005 -16.834
H -16.434 24.334 -18.342
H -17.829 24.033 -17.343
H -16.024 22.189 -16.931
H -16.635 22.942 -15.598
H -14.189 24.543 -16.205
H -14.079 23.342 -17.330
H -11.677 22.855 -14.154
H -12.069 24.334 -15.130
H -11.957 22.714 -17.150
H -11.150 21.461 -16.071
H -10.087 24.232 -16.933
H -9.543 22.731 -17.601
H -9.104 23.793 -14.712
H -7.867 23.630 -15.962
H -8.763 22.178 -15.320
H -14.547 22.518 -12.722
H -15.675 23.399 -13.804
H -14.340 25.469 -13.756
H -13.038 24.836 -12.889
H -14.133 25.772 -11.134
H -14.780 24.119 -11.084
H -16.849 25.061 -12.578
H -16.044 26.560 -12.552
H -16.749 25.858 -11.118
H -12.916 20.480 -14.641
H -13.867 20.714 -16.145
H -15.774 20.934 -14.165
H -14.589 20.176 -13.230
H -15.820 18.912 -15.807
H -16.199 18.424 -14.157
H -14.693 16.849 -15.285
H -13.807 17.629 -13.976
H -13.597 18.268 -15.564
C -19.195 15.176 -13.727
C -19.404 15.622 -12.250
C -18.498 16.807 -11.939
C -18.258 17.045 -10.424
P -16.887 18.053 -9.899
C -16.719 19.804 -10.583
C -17.737 20.696 -10.036
C -17.634 22.120 -10.680
C -18.717 22.462 -11.733
C -16.804 18.220 -8.058
C -15.831 19.250 -7.449
C -14.429 18.615 -7.260
C -14.432 17.213 -6.627
C -15.274 17.481 -10.548
C -15.064 16.037 -10.252
C -13.765 15.444 -10.713
C -12.512 15.894 -10.011
H -18.120 15.037 -13.840
H -19.692 15.903 -14.370
H -19.813 14.298 -13.915
H -19.037 14.878 -11.543
H -20.449 15.898 -12.109
H -18.954 17.609 -12.520
H -17.563 16.771 -12.498
H -18.078 16.070 -9.972
H -19.238 17.347 -10.054
H -16.808 19.633 -11.656
H -15.741 20.259 -10.421
H -17.648 20.851 -8.960
H -18.753 20.327 -10.176
H -16.657 22.345 -11.109
H -17.685 22.874 -9.894
H -18.512 21.876 -12.628
H -18.710 23.517 -12.008
H -19.722 22.392 -11.317
H -17.023 17.276 -7.559
H -17.800 18.630 -7.894
H -16.320 19.666 -6.568
H -15.534 20.174 -7.946
H -13.776 19.323 -6.749
H -14.023 18.575 -8.271
H -14.927 17.180 -5.657
H -13.358 17.060 -6.522
H -14.684 16.432 -7.345
H -14.527 18.182 -10.176
H -15.305 17.665 -11.622
H -15.857 15.407 -10.657
H -15.260 15.811 -9.204
H -13.633 15.762 -11.747
H -13.757 14.361 -10.582
H -11.698 15.406 -10.546
H -12.570 15.490 -9.000
H -12.433 16.971 -10.154
O -11.075 15.640 -13.950
C -10.475 15.602 -15.151
O -9.939 14.544 -15.499
O -10.574 16.561 -15.959
H -11.394 16.528 -14.127
N -12.006 21.170 -12.361
S -12.262 21.089 -10.748
O -11.512 22.085 -9.981
O -12.580 19.793 -10.131
F -13.731 21.803 -10.665
S -10.973 20.037 -12.490
O -11.591 18.770 -12.824
O -9.776 19.950 -11.647
F -10.385 20.437 -13.959
*
```

ΔE to the lowest compared entry with this formula, charge and spin, kcal/mol: 214.86
LUMO level, eV: -2.3
Kohn-Sham gap, eV: 3.86
Total energy, eV: -123364.586

Here are the Mulliken charges for atoms 1 to 5, given in e: -1.15, -1.05, 0.28, -0.62, 0.55